*1*
{
  "formula": "C3H5ClN2S",
  "method": "ωB97M-V/def2-TZVPD",
  "smiles": "N#[N+][S-].C=C(C)Cl",
  "total_charge": 0,
  "e_homo_ev": -8.9,
  "symbols": ["N", "N", "S", "C", "C", "C", "Cl", "H", "H", "H", "H", "H"],
  "xyz": [[0.28421, 0.98586, -1.40268], [1.18441, 1.66489, -1.19822], [2.33497, 2.56297, -0.78145], [-1.53698, 0.28765, 0.56399], [-0.31918, -0.28943, 0.64433], [0.25951, -1.49832, -0.04609], [0.69215, 0.25924, 1.92670], [-2.35204, -0.14226, -0.06023], [-1.72052, 1.19960, 1.05905], [-0.34114, -2.34043, 0.25586], [1.38155, -1.52929, 0.12307], [0.13305, -1.16048, -1.08435]],
  "nbo_charge": [0.00, -0.16, 0.15, -0.43, 0.00, -0.69, -0.02, 0.21, 0.21, 0.24, 0.24, 0.24]
}


*2*
{
  "formula": "C3H5ClN2S",
  "method": "ωB97M-V/def2-TZVPD",
  "total_charge": 0,
  "e_homo_ev": [-8.2, -8.1],
  "symbols": ["C", "C", "C", "N", "N", "S", "Cl", "H", "H", "H", "H", "H"],
  "xyz": [[-0.55559, 1.47091, -0.66253], [1.30076, 0.04479, -0.11015], [0.68825, -1.30839, -0.25475], [0.68572, 1.17776, -0.21776], [-1.59875, -0.02176, 1.24280], [-2.03229, 0.98758, 0.09022], [3.01442, 0.09585, 0.31351], [-0.71068, 2.42750, -1.15881], [0.18403, -1.29427, -1.21643], [-0.01124, -1.40228, 0.57962], [1.30735, -2.14002, -0.50371], [-2.27196, -0.03765, 1.89798]],
  "nbo_charge": [-0.26, 0.35, -0.73, -0.47, -1.05, 0.82, 0.00, 0.23, 0.24, 0.30, 0.24, 0.35]
}


Verdict on stability: *2* comes out at the bottom.


*1*
{
  "formula": "C35H70O15",
  "method": "ωB97M-V/def2-TZVPD",
  "smiles": "CCOC(C)=O.CCOC(C)=O.CCOC(C)=O.CCOC(C)=O.CCOC(C)=O.CC(C)=O.CC(C)=O.CC(C)=O.CC(C)=O.CC(C)=O",
  "total_charge": 0,
  "e_homo_ev": -9.3,
  "symbols": ["C", "C", "O", "C", "C", "O", "H", "H", "H", "H", "H", "H", "H", "H", "C", "C", "O", "C", "C", "O", "H", "H", "H", "H", "H", "H", "H", "H", "C", "C", "O", "C", "C", "O", "H", "H", "H", "H", "H", "H", "H", "H", "C", "C", "O", "C", "C", "O", "H", "H", "H", "H", "H", "H", "H", "H", "C", "C", "O", "C", "C", "O", "H", "H", "H", "H", "H", "H", "H", "H", "C", "C", "C", "O", "H", "H", "H", "H", "H", "H", "C", "C", "C", "O", "H", "H", "H", "H", "H", "H", "C", "C", "C", "O", "H", "H", "H", "H", "H", "H", "C", "C", "C", "O", "H", "H", "H", "H", "H", "H", "C", "C", "C", "O", "H", "H", "H", "H", "H", "H"],
  "xyz": [[25.54415, 0.62080, 11.34255], [24.71752, 1.82912, 11.86198], [23.31597, 1.32094, 11.92215], [22.38157, 2.23645, 12.24841], [21.06947, 1.55337, 12.33364], [22.61467, 3.34797, 12.53959], [25.10083, 0.17550, 10.46811], [25.79160, -0.17886, 12.06796], [26.45829, 1.01244, 10.92861], [25.03217, 2.16783, 12.85612], [24.73595, 2.69651, 11.20376], [20.84430, 1.03641, 11.37533], [20.25737, 2.21643, 12.57476], [21.05846, 0.78937, 13.06490], [19.57178, -3.82233, 16.97653], [19.16445, -3.21717, 18.30345], [19.73213, -3.97826, 19.42923], [18.99002, -5.06200, 19.74363], [19.62517, -5.92727, 20.79243], [17.97806, -5.36333, 19.19063], [18.82338, -4.59685, 16.70969], [20.54495, -4.31951, 16.88129], [19.50715, -3.02885, 16.21710], [19.58362, -2.22905, 18.39628], [18.09538, -3.19289, 18.41188], [20.10313, -6.78477, 20.26152], [18.85316, -6.33183, 21.49079], [20.39613, -5.44886, 21.34525], [19.25811, -0.36156, 15.62236], [17.85323, -0.90455, 15.34724], [17.86085, -2.05526, 14.44493], [16.78277, -2.86690, 14.34475], [15.45922, -2.49569, 14.91868], [16.95436, -3.88828, 13.72470], [19.85631, -1.11583, 16.12156], [19.23646, 0.54545, 16.23924], [19.85895, -0.02242, 14.75518], [17.44959, -1.31067, 16.28929], [17.19142, -0.16234, 14.95969], [15.12334, -1.55661, 14.42412], [15.62703, -2.23181, 15.94705], [14.64675, -3.24896, 14.83829], [13.71450, -0.21437, 8.27175], [14.03095, -0.33959, 9.70528], [15.42765, -0.07055, 9.95962], [15.83301, -0.46877, 11.18665], [17.30950, -0.36830, 11.21821], [15.16716, -0.99257, 12.02128], [12.63005, -0.23492, 8.08524], [14.15606, -0.98644, 7.62562], [14.02271, 0.77901, 7.84536], [13.46057, 0.35410, 10.32999], [13.73267, -1.37440, 9.95523], [17.56385, 0.65093, 10.90275], [17.73108, -1.02912, 10.45120], [17.74362, -0.50470, 12.21443], [21.26404, 2.77718, 16.13172], [22.55643, 2.10723, 15.66684], [22.21773, 0.79527, 15.08923], [23.25345, 0.02552, 14.75541], [22.82564, -1.42064, 14.38361], [24.38000, 0.34859, 14.74887], [20.73414, 2.18824, 16.88874], [20.59151, 2.99926, 15.30659], [21.43703, 3.74025, 16.61088], [23.06392, 2.67637, 14.89427], [23.27190, 1.91024, 16.47476], [22.08664, -1.90234, 15.03191], [23.73710, -2.05870, 14.41529], [22.41522, -1.46522, 13.35375], [14.59509, 1.36905, 17.65425], [16.04882, 1.06787, 17.68784], [17.01889, 2.25627, 17.51484], [16.47665, -0.04419, 17.79132], [14.32849, 1.77070, 16.65421], [14.29851, 2.10694, 18.37620], [14.00123, 0.43572, 17.80897], [16.73936, 2.69679, 16.54108], [17.99708, 1.78461, 17.46133], [16.85078, 2.96747, 18.33275], [11.93770, -6.12671, 13.48182], [12.72110, -4.83996, 13.38409], [13.55229, -4.60260, 12.15491], [12.77010, -4.06983, 14.32397], [12.52372, -6.97246, 13.12419], [11.03043, -6.12915, 12.84243], [11.67568, -6.22691, 14.54638], [13.92178, -3.58446, 12.09466], [13.06151, -4.98204, 11.22194], [14.43593, -5.25045, 12.28068], [20.65665, -5.42860, 13.87562], [20.60602, -5.36622, 12.37757], [19.27968, -5.85303, 11.80181], [21.53167, -4.98068, 11.71177], [20.59879, -6.53295, 14.10025], [19.76207, -4.98871, 14.35570], [21.57661, -4.96203, 14.25420], [19.06804, -6.83757, 12.19897], [19.39720, -5.89142, 10.72221], [18.47962, -5.18227, 12.09881], [17.74366, -6.89538, 15.86670], [16.73600, -7.83566, 15.25003], [15.36549, -7.31750, 15.00149], [16.99017, -8.97398, 15.04599], [17.98696, -6.09487, 15.18274], [18.57773, -7.52387, 16.12030], [17.41156, -6.38553, 16.78077], [14.80706, -8.10974, 14.45636], [15.42255, -6.37657, 14.42221], [14.89645, -7.10220, 15.96858], [14.33818, -4.80046, 17.80478], [13.65809, -5.19140, 19.09343], [14.47016, -5.15228, 20.37576], [12.55966, -5.61621, 19.11767], [14.61390, -3.72461, 17.90637], [13.66061, -4.90775, 16.93908], [15.27048, -5.35621, 17.68594], [15.21489, -5.95623, 20.43127], [13.86737, -5.20299, 21.26006], [15.04145, -4.22820, 20.41408]],
  "lowdin_charge": [-0.06, -0.16, -0.03, -0.59, 0.02, 0.13, 0.07, 0.08, 0.06, 0.11, 0.12, 0.11, 0.09, 0.04, -0.06, -0.18, 0.00, -0.56, 0.02, 0.09, 0.06, 0.09, 0.05, 0.11, 0.11, 0.11, 0.10, 0.06, -0.03, -0.20, -0.03, -0.53, 0.03, 0.07, 0.05, 0.05, 0.07, 0.09, 0.11, 0.10, 0.06, 0.07, -0.10, -0.25, 0.00, -0.55, 0.03, 0.12, 0.08, 0.08, 0.09, 0.13, 0.13, 0.09, 0.11, 0.08, -0.06, -0.16, -0.05, -0.58, 0.04, 0.13, 0.07, 0.07, 0.08, 0.11, 0.13, 0.06, 0.09, 0.09, -0.02, -0.51, 0.00, 0.06, 0.10, 0.08, 0.10, 0.09, 0.05, 0.09, -0.02, -0.50, -0.01, 0.04, 0.08, 0.09, 0.09, 0.07, 0.10, 0.09, -0.03, -0.51, -0.01, 0.07, 0.11, 0.06, 0.08, 0.08, 0.08, 0.06, -0.01, -0.53, -0.02, 0.09, 0.05, 0.08, 0.07, 0.10, 0.08, 0.08, -0.02, -0.52, -0.02, 0.09, 0.09, 0.08, 0.07, 0.09, 0.07, 0.07]
}


*2*
{
  "formula": "C35H70O15",
  "method": "ωB97M-V/def2-TZVPD",
  "smiles": "CCOC(C)=O.CCOC(C)=O.CCOC(C)=O.CCOC(C)=O.CCOC(C)=O.CC(C)=O.CC(C)=O.CC(C)=O.CC(C)=O.CC(C)=O",
  "total_charge": 0,
  "e_homo_ev": -9.3,
  "symbols": ["C", "C", "O", "C", "C", "O", "H", "H", "H", "H", "H", "H", "H", "H", "C", "C", "O", "C", "C", "O", "H", "H", "H", "H", "H", "H", "H", "H", "C", "C", "O", "C", "C", "O", "H", "H", "H", "H", "H", "H", "H", "H", "C", "C", "O", "C", "C", "O", "H", "H", "H", "H", "H", "H", "H", "H", "C", "C", "O", "C", "C", "O", "H", "H", "H", "H", "H", "H", "H", "H", "C", "C", "C", "O", "H", "H", "H", "H", "H", "H", "C", "C", "C", "O", "H", "H", "H", "H", "H", "H", "C", "C", "C", "O", "H", "H", "H", "H", "H", "H", "C", "C", "C", "O", "H", "H", "H", "H", "H", "H", "C", "C", "C", "O", "H", "H", "H", "H", "H", "H"],
  "xyz": [[-0.21149, -3.60687, 4.57945], [1.09781, -3.85265, 3.81272], [1.79795, -2.63616, 3.61005], [2.86160, -2.66832, 2.78132], [3.84322, -1.44832, 3.14238], [3.23229, -3.60081, 2.16637], [0.11493, -3.02240, 5.47373], [-0.86381, -4.55446, 4.64926], [-0.73505, -2.79565, 4.12150], [1.69760, -4.71420, 4.30370], [0.80066, -4.10483, 2.85954], [4.69195, -1.58873, 2.83585], [3.68950, -1.01989, 4.21522], [3.28080, -0.67496, 2.52894], [3.08906, 4.11364, -2.71279], [2.47397, 3.32263, -3.72295], [3.52466, 2.81089, -4.74852], [3.35863, 1.69023, -5.55063], [4.42891, 1.47645, -6.55653], [2.41932, 0.97324, -5.45602], [3.75157, 4.99869, -3.11095], [3.47177, 3.35225, -2.05624], [2.38775, 4.54974, -2.04671], [2.05826, 2.62847, -3.38937], [1.76125, 3.76175, -4.53222], [4.77045, 2.43317, -6.89113], [3.99095, 0.90473, -7.14950], [5.36104, 0.92264, -6.24651], [2.47631, 2.71234, 0.87456], [1.07144, 2.15057, 0.83111], [1.14713, 0.67389, 1.01705], [0.04532, 0.08283, 1.06682], [0.05299, -1.39326, 1.09245], [-1.03823, 0.68074, 1.21719], [2.35757, 3.72422, 0.81419], [3.01382, 2.44463, -0.13565], [3.16853, 2.68388, 1.65686], [0.46641, 2.60653, 1.62070], [0.50342, 2.37898, -0.10155], [1.09554, -1.72434, 1.03320], [-0.56937, -1.64510, 0.36088], [-0.09915, -1.79362, 1.94369], [-2.54288, 4.54443, 0.53237], [-3.50442, 3.41524, 0.85566], [-3.81178, 3.62454, 2.28714], [-4.72755, 2.78733, 2.74204], [-5.20598, 3.12837, 4.11235], [-5.22536, 1.79116, 2.10219], [-2.29755, 4.44213, -0.42042], [-1.72674, 4.79003, 1.22614], [-3.03049, 5.49338, 0.68899], [-4.44860, 3.35739, 0.26007], [-2.86336, 2.56878, 0.82494], [-4.27217, 3.41219, 4.80791], [-5.76885, 2.42305, 4.55061], [-5.81649, 4.12075, 4.03355], [-0.01801, 0.63310, -2.41430], [-1.06603, 1.63767, -2.52711], [-2.13840, 1.04201, -3.21069], [-3.29364, 1.75483, -3.39147], [-4.32089, 1.02559, -4.23291], [-3.35399, 2.90779, -3.04851], [0.77067, 0.98126, -1.94359], [0.34067, 0.31659, -3.23530], [-0.36414, -0.33897, -1.77653], [-1.23190, 1.99899, -1.57016], [-0.90088, 2.44400, -3.10952], [-3.90860, 0.60608, -5.05764], [-5.12498, 1.64509, -4.49660], [-4.63326, 0.15104, -3.72877], [-4.08192, -1.05433, 1.39490], [-3.21915, -1.56866, 2.53875], [-2.84108, -0.62002, 3.58476], [-2.85928, -2.87554, 2.59817], [-4.34089, -1.81178, 0.72342], [-3.52907, -0.27296, 0.72439], [-4.82639, -0.60248, 1.75337], [-2.28747, -1.16544, 4.32616], [-3.64741, -0.23318, 4.33994], [-2.52681, 0.29092, 3.32125], [1.91893, -4.42411, -0.74366], [0.48112, -4.29296, -1.22193], [-0.52538, -5.37617, -0.85942], [0.07634, -3.30994, -1.92576], [1.93186, -4.65826, 0.30023], [2.58694, -3.47444, -0.91497], [2.29068, -5.29437, -1.29240], [-0.84041, -5.14500, 0.19306], [-0.03082, -6.26149, -0.64392], [-1.55384, -5.39355, -1.39743], [3.78838, -0.89147, -1.07627], [4.55669, -0.08407, -2.13858], [5.06484, -0.79652, -3.27257], [4.71283, 1.21319, -1.95727], [4.24994, -1.74841, -0.91704], [2.78901, -0.98115, -1.35132], [3.82258, -0.31719, -0.09808], [6.08167, -0.99393, -3.13957], [4.95806, -0.11771, -4.13133], [4.41956, -1.55511, -3.61066], [0.76956, 0.57156, 4.50578], [1.84594, 1.60024, 4.95281], [1.44709, 2.63135, 6.05311], [3.02815, 1.53188, 4.52819], [-0.28118, 1.07127, 4.38098], [0.61988, -0.08986, 5.32407], [0.98925, 0.06926, 3.57907], [0.50397, 2.39584, 6.63902], [1.55360, 3.73979, 5.68039], [2.22587, 2.56785, 6.91716], [-2.55518, -3.66458, -4.31006], [-3.68972, -3.16064, -3.41176], [-3.23833, -2.20185, -2.18699], [-4.86253, -3.77580, -3.49766], [-2.77069, -3.41881, -5.29282], [-2.42592, -4.69422, -4.08437], [-1.59446, -3.10790, -4.21345], [-2.34500, -2.73980, -1.67373], [-4.19621, -2.12686, -1.56998], [-2.99525, -1.31898, -2.48788]],
  "lowdin_charge": [-0.06, -0.23, -0.04, -0.52, 0.08, 0.12, 0.08, 0.12, 0.01, 0.16, 0.07, -0.04, 0.12, 0.09, -0.07, -0.17, -0.03, -0.54, 0.04, 0.11, 0.14, 0.05, 0.07, -0.03, 0.17, 0.09, 0.00, 0.12, -0.04, -0.14, 0.03, -0.59, 0.07, 0.04, 0.04, 0.10, 0.06, 0.12, 0.12, 0.10, 0.05, 0.01, -0.06, -0.15, -0.01, -0.51, 0.01, 0.02, 0.02, 0.09, 0.08, 0.15, 0.09, 0.14, 0.02, 0.13, -0.02, -0.22, 0.00, -0.47, 0.05, 0.11, 0.02, 0.01, 0.16, 0.09, 0.10, 0.06, 0.08, 0.07, 0.00, -0.33, -0.04, -0.06, 0.05, 0.13, -0.02, 0.07, 0.14, 0.02, -0.02, -0.43, -0.02, -0.03, 0.05, 0.11, 0.09, 0.10, 0.04, 0.12, 0.00, -0.37, -0.01, -0.01, 0.02, 0.06, 0.11, 0.09, 0.08, 0.09, -0.01, -0.42, -0.05, 0.01, 0.11, 0.07, 0.05, 0.08, 0.11, 0.10, -0.03, -0.32, 0.01, -0.05, 0.05, 0.07, 0.08, 0.10, 0.09, -0.04]
}


Verdict on stability: *2* comes out at the bottom.